12
Properties=species:S:1:pos:R:3 method="wB97M-V/def2-TZVPD" orbital_gap_ev=10.425 e_above_lowest_kcal_mol=45.04 multiplicity=1 max_force_ev_per_a=0.6 smiles="O=C1NC[C@H]2O[C@@H]12" energy_ha=-360.5977
O 1.16614 1.93214 1.21161
C 0.64544 1.07160 0.55757
N 1.34328 0.11087 -0.24269
C 0.45700 -1.05853 -0.37464
C -0.96219 -0.55459 -0.12128
O -1.26564 -0.27132 1.24525
C -0.84263 0.79678 0.40646
H 1.46293 0.56049 -1.14798
H 0.75609 -1.79676 0.37575
H 0.55620 -1.51327 -1.36260
H -1.80302 -0.89422 -0.72000
H -1.51360 1.61680 0.17256